No. 1
DFT (wB97M-V/def2-TZVPD) results for a 9-piece molecular cluster, C26H72N2O12 overall in a non-equilibrium geometry.

Properties
HOMO level	-8.44	eV
ΔE to the lowest compared entry with this formula, charge and spin	10.0764	eV
SMILES	COCCNCCOC.COCCNCCOC.OCCO.CCO.CCO.CCO.CCO.CCO.CCO

Last column: Löwdin charge in e.
Cartesian coordinates (Å):
1 C -5.582 -0.554 1.286  -0.119
2 O -4.808 0.505 1.861  -0.184
3 C -3.861 1.076 0.823  -0.136
4 C -2.970 2.070 1.579  -0.154
5 N -2.038 2.739 0.593  -0.022
6 C -1.339 3.734 1.396  -0.170
7 C -0.289 4.522 0.620  -0.378
8 O 0.261 5.495 1.170  -0.106
9 C 1.383 5.086 1.936  -0.054
10 H -4.983 -1.289 0.697  0.083
11 H -6.368 -0.222 0.628  0.074
12 H -6.060 -1.087 2.070  0.072
13 H -4.521 1.673 0.180  0.095
14 H -3.421 0.280 0.206  0.103
15 H -2.483 1.662 2.442  0.097
16 H -3.726 2.604 2.030  0.091
17 H -2.530 3.145 -0.170  0.054
18 H -0.865 3.157 2.185  0.098
19 H -2.062 4.353 1.870  0.115
20 H -0.744 5.000 -0.257  0.139
21 H 0.388 3.907 0.038  0.121
22 H 1.674 5.925 2.512  0.080
23 H 2.112 4.722 1.277  0.054
24 H 1.234 4.260 2.719  0.121
25 C 9.117 -5.577 2.410  -0.096
26 O 8.411 -5.063 3.551  -0.186
27 C 7.052 -4.759 3.312  -0.223
28 C 6.806 -3.303 2.842  -0.205
29 N 5.488 -3.172 2.259  -0.060
30 C 5.298 -2.016 1.429  -0.214
31 C 3.997 -1.969 0.757  -0.442
32 O 3.731 -1.251 -0.172  -0.127
33 C 2.420 -1.240 -0.783  -0.002
34 H 8.486 -6.093 1.651  0.093
35 H 9.831 -6.302 2.683  0.066
36 H 9.488 -4.721 1.866  0.075
37 H 6.512 -4.861 4.182  0.084
38 H 6.626 -5.525 2.582  0.138
39 H 7.681 -3.138 2.199  0.115
40 H 6.981 -2.586 3.621  0.110
41 H 4.837 -3.120 3.026  0.120
42 H 6.197 -1.970 0.763  0.142
43 H 5.420 -1.172 2.055  0.102
44 H 3.418 -1.691 1.602  0.106
45 H 3.680 -2.996 0.611  0.139
46 H 2.113 -0.257 -1.180  0.096
47 H 1.746 -1.655 -0.028  0.062
48 H 2.364 -2.140 -1.372  0.093
49 O -4.035 -1.221 -2.464  -0.082
50 C -5.207 -0.459 -2.542  -0.271
51 C -5.352 0.233 -3.821  -0.251
52 O -6.649 0.779 -3.863  -0.074
53 H -4.233 -2.010 -1.884  0.118
54 H -5.982 -1.085 -2.170  0.122
55 H -5.084 0.269 -1.741  0.094
56 H -5.253 -0.440 -4.672  0.130
57 H -4.746 1.068 -4.062  0.111
58 H -7.281 0.027 -4.002  0.116
59 C -1.850 -2.859 1.262  -0.079
60 C -1.226 -2.276 0.084  -0.335
61 O -1.210 -3.141 -1.030  -0.068
62 H -2.810 -3.360 1.131  0.084
63 H -2.073 -1.994 1.917  0.075
64 H -1.198 -3.456 1.817  0.053
65 H -0.220 -1.791 0.172  0.106
66 H -1.758 -1.397 -0.316  0.091
67 H -1.892 -2.817 -1.626  0.054
68 C -1.470 0.845 -2.305  -0.109
69 C -0.303 1.570 -1.914  -0.337
70 O -0.027 1.153 -0.599  -0.120
71 H -2.368 1.082 -1.837  0.047
72 H -1.287 -0.124 -2.151  0.013
73 H -1.656 0.979 -3.372  0.103
74 H -0.439 2.651 -1.939  0.104
75 H 0.633 1.463 -2.567  0.139
76 H -0.583 1.775 -0.056  0.046
77 C 4.472 1.644 0.073  -0.068
78 C 3.230 1.713 0.919  -0.341
79 O 3.391 1.265 2.206  -0.066
80 H 4.968 0.715 -0.032  0.056
81 H 5.104 2.412 0.428  0.060
82 H 4.332 2.042 -0.912  0.076
83 H 2.330 1.215 0.472  0.100
84 H 3.023 2.810 1.026  0.098
85 H 4.127 1.740 2.613  0.101
86 C -5.282 4.043 -3.037  -0.059
87 C -4.689 3.419 -1.793  -0.360
88 O -3.615 4.123 -1.309  -0.077
89 H -4.490 4.109 -3.826  0.095
90 H -5.667 5.128 -2.915  0.106
91 H -6.168 3.498 -3.246  0.049
92 H -4.417 2.454 -1.910  0.048
93 H -5.398 3.396 -1.017  0.107
94 H -3.911 4.740 -0.598  0.133
95 C 0.104 -1.598 -3.883  -0.098
96 C -1.009 -2.217 -4.553  -0.325
97 O -1.077 -3.617 -4.308  -0.040
98 H 0.957 -1.780 -4.478  0.073
99 H 0.329 -1.780 -2.785  0.099
100 H 0.032 -0.542 -3.938  0.048
101 H -0.985 -1.998 -5.601  0.110
102 H -1.968 -1.861 -4.136  0.104
103 H -1.909 -3.932 -4.516  0.037
104 C -0.022 0.443 2.766  -0.068
105 C 0.979 -0.664 2.771  -0.328
106 O 0.437 -1.912 3.088  -0.066
107 H -1.004 0.326 2.406  0.047
108 H 0.486 1.362 2.446  0.080
109 H -0.148 0.647 3.770  0.058
110 H 1.750 -0.515 3.524  0.110
111 H 1.501 -0.733 1.757  0.094
112 H -0.384 -1.705 3.526  0.067

---

No. 2
DFT (wB97M-V/def2-TZVPD) results for a 2-piece molecular cluster, C10H16 overall in a non-equilibrium geometry.

Properties
HOMO level	-9.01	eV
ΔE to the lowest compared entry with this formula, charge and spin	0.6888	eV
SMILES	Cc1ccccc1.CCC

Last column: Löwdin charge in e.
Cartesian coordinates (Å):
1 C 0.464 -0.885 2.399  -0.052
2 C 1.079 -0.473 1.107  -0.284
3 C 1.213 0.884 0.800  -0.063
4 C 1.662 1.287 -0.443  -0.105
5 C 2.018 0.378 -1.429  -0.096
6 C 1.947 -0.980 -1.136  -0.083
7 C 1.514 -1.358 0.122  -0.063
8 H 0.706 -0.155 3.166  0.077
9 H 0.628 -1.917 2.696  0.080
10 H -0.630 -0.772 2.357  0.074
11 H 0.734 1.586 1.479  0.114
12 H 1.802 2.326 -0.710  0.101
13 H 2.495 0.744 -2.315  0.094
14 H 2.124 -1.703 -1.919  0.101
15 H 1.678 -2.379 0.421  0.104
16 C -2.617 -0.974 -0.597  -0.114
17 C -2.974 0.415 -0.044  -0.306
18 C -2.439 1.585 -0.827  -0.128
19 H -2.195 -1.635 0.151  0.052
20 H -3.443 -1.476 -1.094  0.061
21 H -1.798 -0.936 -1.329  0.067
22 H -2.582 0.425 0.959  0.079
23 H -4.053 0.474 0.048  0.095
24 H -1.360 1.614 -0.924  0.051
25 H -2.523 2.524 -0.253  0.070
26 H -2.946 1.817 -1.764  0.073

---

No. 3
DFT (wB97M-V/def2-TZVPD) results for C3H8O3RbS as an isolated structure.

Properties
HOMO level	-14.24	eV
ΔE to the lowest compared entry with this formula, charge and spin	0.0000	eV
total charge	+1

Last column: Löwdin charge in e.
Cartesian coordinates (Å):
1 Rb 3.852 -1.569 0.489  1.006
2 O -1.180 -1.172 1.272  -0.230
3 S -0.166 -0.202 1.080  0.553
4 O 1.183 -0.669 0.875  -0.449
5 O -0.547 0.759 -0.093  -0.241
6 C -0.906 0.177 -1.368  -0.229
7 C 0.219 -0.474 -2.132  -0.069
8 C -0.198 0.983 2.356  -0.103
9 H -1.286 1.010 -1.956  0.132
10 H -1.752 -0.502 -1.248  0.126
11 H 0.694 -1.296 -1.600  0.063
12 H 0.978 0.259 -2.412  0.087
13 H -0.197 -0.859 -3.063  0.094
14 H -1.244 1.260 2.469  0.089
15 H 0.418 1.832 2.080  0.084
16 H 0.132 0.462 3.252  0.086

---

What is the ΔE to the lowest compared entry with this formula, charge and spin in the third record?
0.0000 eV

---

Which of these has the highest HOMO level?
C26H72N2O12

---

What is the formula in the second record?
C10H16